Computed, not measured: C11H25INNdO2P2 as an isolated structure in a non-equilibrium geometry, with ωB97M-V with the def2-TZVPD basis set.

The calculation puts the largest force on an atom at 2.57 eV Å⁻¹. Its expectation value of S² is 3.758. The net charge is 0. Its energy is -59352.6202 eV. The spin multiplicity is 4. The LUMO energy (alpha / beta) is -0.1 / -0.1 eV.

Last column: natural (NBO) charge in e.
CARTESIAN COORDINATES (ANGSTROEM)
C (-1.9690, -1.0602, -2.2132)  -0.299
C (-1.0862, -0.2170, -1.5149)  0.244
N (-0.3678, -0.6874, -0.4236)  -0.629
C (-0.2697, -2.0353, -0.2891)  0.258
C (-1.0553, -2.9152, -1.0268)  -0.345
C (-1.9492, -2.4233, -1.9806)  -0.137
C (-0.9196, 1.1589, -1.9231)  -0.913
P (0.6545, 2.0299, -1.6295)  0.901
Nd (0.5770, 1.0114, 1.2323)  1.147
P (1.2476, -1.6802, 2.1592)  0.890
C (0.7487, -2.6683, 0.6630)  -0.727
O (-2.9094, 2.5071, -0.4941)  -0.996
O (-0.8659, 3.0378, 1.2106)  -0.991
H (-2.6083, -0.6015, -2.9631)  0.218
H (-0.9497, -3.9849, -0.8247)  0.212
H (-2.5927, -3.0941, -2.5319)  0.216
C (1.4037, 1.7354, -3.2752)  -0.925
C (0.1751, 3.7986, -1.8192)  -0.933
H (0.3230, -3.6179, 1.0307)  0.228
H (1.6789, -2.8861, 0.1060)  0.260
H (-2.2712, 1.9745, -1.0436)  0.502
H (-1.4024, 1.4013, -2.8828)  0.224
C (2.7568, -2.5782, 2.6246)  -0.931
C (0.0357, -2.3256, 3.3795)  -0.957
H (-0.8238, 0.7983, 3.2908)  0.009
H (-0.8357, 3.8692, 1.7217)  0.515
H (-1.7092, 3.0291, 0.6949)  0.536
H (-3.4368, 1.8220, -0.0478)  0.470
H (2.2612, 0.1606, 0.1899)  -0.411
H (-0.4597, 0.1445, 3.4534)  0.047
H (0.8554, 2.2574, -4.0746)  0.222
H (2.4374, 2.0976, -3.2166)  0.230
H (1.4137, 0.6567, -3.4760)  0.242
H (-0.2361, 4.0209, -2.8141)  0.222
H (-0.5455, 4.1074, -1.0522)  0.232
H (1.0920, 4.3857, -1.6717)  0.232
H (0.2051, -3.3927, 3.5815)  0.232
H (0.1613, -1.7420, 4.3017)  0.230
H (-0.9871, -2.1604, 3.0161)  0.237
H (2.5183, -3.5425, 3.0937)  0.227
H (3.3884, -2.7319, 1.7407)  0.256
H (3.2992, -1.9427, 3.3352)  0.254
I (3.0169, 2.2833, 2.3628)  -0.499